Entry 1:
Below is a single C20H22N4O4 molecule in a non-equilibrium geometry, with properties calculated with the ωB97M-V functional and the def2-TZVPD basis.

```
50
Properties=species:S:1:pos:R:3:mulliken_charge:R:1
N -0.67 0.36 -0.50 -0.3023
H 2.53 2.72 -3.02 0.4765
O 3.17 -1.09 2.81 -0.3347
C -1.12 -3.30 0.92 -0.7418
H -0.07 -5.81 2.71 0.2430
C 1.54 -0.06 -1.29 0.7005
C -3.03 1.82 -0.54 -0.3062
C -1.90 2.28 -1.20 0.6014
C -0.85 -1.80 1.03 -0.3881
C 2.61 -0.90 -1.65 -0.0969
C -1.95 3.49 -1.90 -0.5868
O -5.47 5.54 -1.93 -0.6202
C 3.63 -0.43 -2.43 -0.8461
C 1.49 1.25 -1.87 -0.0742
C 2.05 -0.65 2.08 -0.2207
H -0.85 -1.53 2.09 0.4111
C 0.43 -0.38 -0.44 0.0912
H -1.06 3.83 -2.41 0.4941
H 2.32 0.23 1.46 0.3257
H 4.44 -1.10 -2.70 0.4075
H -1.63 -1.25 0.52 0.0801
O -6.43 4.05 -0.72 -0.6220
N -5.47 4.50 -1.31 1.0122
H -2.97 0.89 0.00 0.4264
H 1.24 -0.34 2.76 0.3662
H 4.53 -0.55 4.19 0.2520
O -0.42 -4.00 1.93 -0.2840
H 2.93 0.19 4.43 0.3024
H -3.18 5.16 -2.48 0.4932
C -0.65 1.51 -1.18 -0.1970
C -4.20 2.54 -0.57 -0.5689
C 3.64 0.89 -2.89 -0.4315
H -0.81 -3.66 -0.08 0.3412
C -3.12 4.22 -1.94 -0.5434
H 2.43 -2.09 0.56 0.1155
N 0.40 2.03 -1.76 -0.5594
H -2.20 -3.48 1.02 0.4838
C -4.24 3.74 -1.27 -0.0533
H -1.71 -5.62 2.04 0.3039
N 0.42 -1.44 0.41 0.4991
H 2.59 -1.94 -1.36 0.5256
C 3.68 -0.11 3.68 -0.7424
C 1.59 -1.80 1.19 -1.1457
H 4.00 0.78 3.13 0.3053
C -0.65 -5.38 1.90 -0.7957
C 2.58 1.71 -2.63 -0.4869
H 4.48 1.24 -3.48 0.3912
H -0.31 -5.82 0.95 0.3341
H -5.09 2.20 -0.06 0.4927
H 1.33 -2.66 1.81 0.4722
```

SMILES	COCCN(CCOC)c1nc(-c2ccc([N+](=O)[O-])cc2)nc2ccccc12
ΔE to the lowest compared entry with this formula, charge and spin	511.5	kJ/mol
total charge	0
multiplicity	1
E	-1295.20566	a.u.

Entry 2:
Below is a molecular structure, CoH8O8P in a non-equilibrium geometry, with properties calculated with the ωB97M-V functional and the def2-TZVPD basis.

```
18
Properties=species:S:1:pos:R:3:mulliken_charge:R:1
O 0.75 0.99 -1.45 -0.6793
H -2.38 -0.80 -1.09 0.3049
H -1.56 -1.61 1.63 0.2934
O -0.65 -1.29 1.71 -0.4801
H 2.10 -1.78 -0.90 0.2853
O -1.48 1.35 0.54 -0.4547
H 1.28 -2.42 0.24 0.2573
O 3.13 1.70 -0.87 -0.8533
Co -0.03 -0.08 -0.02 0.7338
O -1.45 -0.99 -1.26 -0.4575
O 1.29 0.94 0.89 -0.6759
H -2.12 1.48 1.25 0.2318
O 1.29 -1.67 -0.37 -0.4302
H -1.32 2.24 0.15 0.3109
P 1.66 1.77 -0.45 0.9474
H -1.40 -1.24 -2.19 0.2702
H -0.26 -1.81 2.42 0.2575
O 1.15 3.21 -0.21 -0.8617
```

ΔE to the lowest compared entry with this formula, charge and spin	56.1	kJ/mol
total charge	-1
multiplicity	4
E	-2330.96399	a.u.

Entry 3:
Below is a molecular structure, C6H13AlNO3 in a non-equilibrium geometry, with properties calculated with the ωB97M-V functional and the def2-TZVPD basis.

```
24
Properties=species:S:1:pos:R:3:mulliken_charge:R:1
H -1.85 0.21 2.36 0.2440
O 2.87 -1.32 0.39 -0.5665
H -3.44 0.28 1.49 0.3128
O 1.31 0.10 -1.26 -0.6136
H -0.59 -2.57 1.20 0.2221
C -1.76 -1.21 -0.03 0.2252
O -2.77 -1.80 -0.40 -0.6057
C -2.36 0.65 1.44 -0.9724
Al 1.12 -0.74 0.43 0.6924
H 2.99 1.20 -1.94 0.2806
H -1.75 2.12 -0.75 0.3034
H -3.12 1.03 -1.23 0.3181
C -0.42 -2.06 0.20 -0.6520
C 2.53 0.82 -0.98 -0.3563
C -2.02 1.04 -0.97 -0.9835
H -1.36 0.73 -1.84 0.2846
H 4.39 -0.41 -0.75 0.2666
H 3.98 0.55 0.70 0.1791
H -0.26 -2.79 -0.64 0.3036
C 3.52 -0.12 -0.09 -0.3180
N -1.66 0.23 0.21 0.3622
H -2.31 1.77 1.55 0.2987
H 0.77 0.54 1.35 -0.3785
H 2.17 1.76 -0.44 0.1531
```

ΔE to the lowest compared entry with this formula, charge and spin	146.9	kJ/mol
total charge	-1
multiplicity	1
E	-759.39297	a.u.